(1)
{
  "formula": "HO3S3",
  "method": "ωB97M-V/def2-TZVPD",
  "elements": ["O", "S", "O", "S", "H", "O", "S"],
  "xyz": [[4.33529, 0.32289, 0.67340], [3.23368, 0.64578, -0.27440], [0.39313, -0.18931, 0.91990], [0.42845, 2.26717, -0.98829], [0.93375, -0.86483, 0.54456], [2.63329, -0.56631, -0.81245], [0.94983, 1.44578, 0.63550]],
  "atomic_forces_ev_per_a": [[-1.3, 0.7, -0.7], [1.4, -0.5, 0.7], [-1.2, 2.2, 0.6], [-0.5, 0.4, -1.5], [1.3, -0.6, -1.1], [-0.3, -0.3, -0.2], [0.6, -1.9, 2.2]],
  "charge": -1,
  "homo_lumo_gap_ev": 7.04,
  "de_lowest_kj_mol": 81.0
}

(2)
{
  "formula": "HO3S3",
  "method": "ωB97M-V/def2-TZVPD",
  "elements": ["O", "O", "O", "S", "H", "S", "S"],
  "xyz": [[2.66745, -0.87823, -1.57707], [1.69540, -1.69296, 0.50500], [0.34627, -0.67662, -1.17670], [1.91617, 1.17233, 0.21218], [-0.05902, -0.14026, 0.21132], [-0.10111, 0.96479, 1.12973], [1.64678, -0.79669, -0.58787]],
  "atomic_forces_ev_per_a": [[1.5, -0.2, -0.7], [0.3, -1.3, 1.5], [-2.3, -0.4, -0.9], [-1.4, -0.2, 0.8], [-1.6, 1.1, 0.8], [1.6, 0.0, -0.7], [1.9, 1.1, -0.8]],
  "charge": -1,
  "homo_lumo_gap_ev": 7.73,
  "de_lowest_kj_mol": 67.6
}

(3)
{
  "formula": "HO7PS2",
  "method": "ωB97M-V/def2-TZVPD",
  "elements": ["S", "H", "P", "O", "O", "O", "S", "O", "O", "O", "O"],
  "xyz": [[-3.68014, 0.17155, -0.45382], [-1.97577, 0.62686, -0.06324], [0.45984, -0.53360, 0.66829], [-4.02753, -0.51659, 0.80434], [1.32250, 0.41303, -0.71171], [3.10860, -0.76674, -1.71005], [2.68844, -0.28180, -0.42112], [2.06908, -1.44580, 0.45720], [0.65341, 0.30688, 1.85631], [-4.35931, 1.48492, -0.66526], [3.74089, 0.54128, 0.23908]],
  "atomic_forces_ev_per_a": [[2.1, 0.7, -0.1], [-2.0, -0.3, -0.5], [-0.8, -0.1, -0.4], [-0.4, 0.0, 0.3], [0.4, -0.1, 1.6], [0.6, -0.7, 0.0], [1.5, 0.8, -0.9], [1.0, 1.5, -0.3], [0.0, 0.2, 0.6], [0.2, -0.4, 0.3], [-2.6, -1.6, -0.5]],
  "charge": -2,
  "homo_lumo_gap_ev": 6.31,
  "de_lowest_kj_mol": 122.6
}

(4)
{
  "formula": "HOTl",
  "method": "ωB97M-V/def2-TZVPD",
  "elements": ["H", "Tl", "O"],
  "xyz": [[-0.31356, 0.73825, 1.23833], [0.72725, -0.75045, -1.74994], [-0.41369, 0.01220, 0.51161]],
  "atomic_forces_ev_per_a": [[0.5, -0.2, -0.8], [-0.1, 0.4, 0.7], [-0.4, -0.3, 0.1]],
  "charge": 2,
  "homo_lumo_gap_ev": 6.50,
  "de_lowest_kj_mol": 29.9
}

(5)
{
  "formula": "HPS2",
  "method": "ωB97M-V/def2-TZVPD",
  "elements": ["H", "P", "S", "S"],
  "xyz": [[-1.20691, 1.97130, -0.26370], [-0.30834, -1.31207, 0.51962], [1.52796, -1.91657, 0.38165], [-0.01271, 1.25735, -0.63758]],
  "atomic_forces_ev_per_a": [[1.6, -1.2, -0.4], [2.5, 1.7, -1.2], [-2.3, 0.6, 0.2], [-1.8, -1.1, 1.4]],
  "charge": 0,
  "homo_lumo_gap_ev": 6.65,
  "de_lowest_kj_mol": 53.2
}

(6)
{
  "formula": "I2NO",
  "method": "ωB97M-V/def2-TZVPD",
  "elements": ["I", "I", "N", "O"],
  "xyz": [[-1.66120, 0.55168, -1.91528], [1.26511, 0.24082, 2.71356], [0.07452, 0.15049, -0.57405], [0.32157, -0.94299, -0.22423]],
  "atomic_forces_ev_per_a": [[-0.8, -0.1, -0.5], [0.0, 0.1, 0.2], [2.3, -4.0, 2.2], [-1.5, 4.1, -1.9]],
  "charge": -1,
  "homo_lumo_gap_ev": 5.50,
  "de_lowest_kj_mol": 29.7
}